Entry 1:
# C3H8N4O

One molecule with the formula C3H8N4O at a distorted geometry (the ωB97M-V functional and the def2-TZVPD basis, OMol25).

- LUMO (eV) = 0.48
- energy relative to the best compared isomer or geometry (same formula, charge and spin) (kJ/mol) = 342.4
- molar mass (g mol⁻¹) = 116.1
- gap between HOMO and LUMO (eV) = 9.63
- SMILES string = [H]/N=C(/NC=O)N(C)N

```
! RIJCOSX wB97M-V def2-TZVPD def2/J DEFGRID3
* xyz 0 1
H 1.613 1.971 0.153
N 0.625 2.300 0.038
C -0.080 1.226 0.075
N -1.426 1.118 0.249
C -2.071 0.091 -0.463
O -3.304 -0.204 -0.391
N 0.463 -0.071 -0.178
C 0.345 -1.360 0.672
N 1.829 -0.138 -0.838
H -1.805 1.752 0.893
H -1.286 -0.194 -1.253
H 0.452 -2.220 0.031
H -0.512 -1.490 1.294
H 1.097 -1.337 1.458
H 2.439 -0.695 -0.063
H 1.622 -0.749 -1.680
*
```

***

Entry 2:
# C3H8N4O

C3H8N4O as an isolated structure (the ωB97M-V functional and the def2-TZVPD basis, OMol25).

- LUMO (eV) = 0.94
- energy relative to the best compared isomer or geometry (same formula, charge and spin) (kJ/mol) = 360.4
- molar mass (g mol⁻¹) = 116.1
- gap between HOMO and LUMO (eV) = 8.23

```
! RIJCOSX wB97M-V def2-TZVPD def2/J DEFGRID3
* xyz 0 1
C 0.299 0.570 -0.616
C -0.050 0.804 0.674
N 0.922 -1.616 -1.290
N 1.042 1.294 -1.548
N -1.591 -0.797 1.718
C -0.398 -0.552 1.079
O -0.446 1.996 1.265
N -0.085 -0.751 -0.796
H -0.127 2.010 2.174
H 1.777 -1.123 -1.538
H 0.565 -2.121 -2.092
H 1.267 2.226 -1.232
H 0.632 1.309 -2.473
H -1.820 -1.759 1.913
H -2.377 -0.244 1.411
H 0.390 -1.247 1.352
*
```

***

Entry 3:
# C3H8N4O

One molecule with the formula C3H8N4O at a distorted geometry (the ωB97M-V functional and the def2-TZVPD basis, OMol25).

- LUMO (eV) = 0.82
- energy relative to the best compared isomer or geometry (same formula, charge and spin) (kJ/mol) = 547.8
- molar mass (g mol⁻¹) = 116.1
- gap between HOMO and LUMO (eV) = 9.71
- SMILES string = CNN/C=N\C=N\O

```
! RIJCOSX wB97M-V def2-TZVPD def2/J DEFGRID3
* xyz 0 1
C 0.588 1.383 0.675
N 1.003 0.884 -0.672
N 1.685 -0.298 -0.613
C 1.184 -1.451 -0.131
N 0.026 -1.812 0.221
C -1.127 -0.993 0.278
N -1.535 -0.378 -0.734
O -2.828 0.169 -0.203
H 1.514 1.806 1.219
H -0.306 2.218 0.549
H 0.025 0.537 1.155
H 0.201 0.900 -1.426
H 2.830 -0.140 -0.621
H 1.866 -2.198 0.173
H -1.858 -1.131 1.105
H -3.266 0.504 -0.976
*
```